# C4H8S2Si

The molecule C4H8S2Si in a non-equilibrium geometry (ωB97M-V/def2-TZVPD, the OMol25 dataset).

```
15
C4H8S2Si (ωB97M-V/def2-TZVPD)
C -2.727 -0.144 0.690
C -2.329 0.873 0.024
C 1.015 0.183 1.436
C 1.779 -0.337 -1.644
Si 0.467 -0.476 -0.270
S -0.576 -2.270 -0.156
S -0.907 1.196 -0.929
H -3.269 -0.822 1.286
H -2.950 1.770 -0.028
H 1.269 -0.635 2.106
H 1.879 0.841 1.367
H 0.211 0.749 1.897
H 1.338 -0.513 -2.621
H 2.230 0.649 -1.659
H 2.571 -1.066 -1.499
```

orbital gap (spin up / spin down): 6.332 / 6.330 eV
calculated total energy: -1243.00588 a.u.
relative energy (zero: lowest compared OMol25 entry of this formula, charge and spin): 85.0 kcal per mole
molecular weight: 148.33 g mol⁻¹
total charge: 0
largest force on an atom: 1.83 eV/Å

***

# C3H3BrINO

A cluster of 2 separate species, C3H3BrINO in total in a non-equilibrium geometry (ωB97M-V/def2-TZVPD, the OMol25 dataset).

```
10
C3H3BrINO (ωB97M-V/def2-TZVPD)
C -0.754 2.360 -1.947
C 0.232 -0.087 -0.356
C -0.691 -0.649 0.393
N -0.864 1.268 -2.424
O -0.450 3.318 -1.393
Br -1.409 -2.400 -0.216
I -2.397 -0.033 -2.627
H 0.819 0.770 0.183
H 0.836 -0.675 -1.143
H -1.299 -0.452 1.210
```

orbital gap: 8.307 eV
calculated total energy: -3117.73310 a.u.
relative energy (zero: lowest compared OMol25 entry of this formula, charge and spin): 4.4 kcal per mole
molecular weight: 275.87 g mol⁻¹
total charge: 0
SMILES: O=C=NI.C=CBr
largest force on an atom: 3.69 eV/Å

***

# C21H21LiNOS4Si

A structure of composition C21H21LiNOS4Si (ωB97M-V/def2-TZVPD, the OMol25 dataset).

```
50
C21H21LiNOS4Si (ωB97M-V/def2-TZVPD)
Li -0.191 -1.817 -1.782
C -0.294 4.729 -1.833
Si -1.086 3.060 -2.210
C -2.166 3.318 -3.712
C -2.107 2.584 -0.723
C 0.316 1.847 -2.470
C 1.635 2.231 -2.296
C 2.673 1.303 -2.372
C 2.324 -0.009 -2.607
N 1.073 -0.422 -2.804
C 0.060 0.474 -2.751
S -1.553 -0.141 -2.937
H -1.076 5.482 -1.707
H 0.360 5.063 -2.643
H 0.292 4.706 -0.911
H -2.778 4.214 -3.581
H -2.815 2.455 -3.867
H -1.559 3.447 -4.611
H -2.831 3.369 -0.485
H -1.467 2.434 0.150
H -2.639 1.653 -0.912
H 1.869 3.267 -2.079
H 3.705 1.584 -2.217
H 3.083 -0.785 -2.630
O 0.223 -2.283 -0.247
C 0.231 -2.250 1.099
C -1.192 -2.145 1.661
C -1.743 -1.228 2.502
C -3.134 -1.443 2.733
C -3.608 -2.522 2.056
S -2.381 -3.268 1.124
C 1.015 -1.022 1.593
C 1.166 0.145 0.911
C 1.889 1.129 1.644
C 2.272 0.688 2.874
S 1.781 -0.934 3.132
C 0.893 -3.498 1.681
C 0.658 -4.175 2.838
C 1.569 -5.253 3.046
C 2.471 -5.363 2.034
S 2.203 -4.191 0.814
H -1.175 -0.419 2.938
H -3.746 -0.815 3.364
H -4.615 -2.906 2.037
H 0.774 0.285 -0.085
H 2.116 2.115 1.262
H 2.837 1.213 3.627
H -0.134 -3.904 3.523
H 1.543 -5.911 3.903
H 3.258 -6.091 1.927
```

orbital gap: 6.994 eV
calculated total energy: -2832.77620 a.u.
relative energy (zero: lowest compared OMol25 entry of this formula, charge and spin): 0.0 kcal per mole
molecular weight: 466.70 g mol⁻¹
total charge: -1
largest force on an atom: 0.80 eV/Å